1.
ORCA calculation (wB97M-V/def2-TZVPD) on C3H5ClO2 in the gas phase.

As for the gap between HOMO and LUMO: 11.31 eV. Its SMILES is C[C@H](Cl)C(=O)O.

```
! RIJCOSX wB97M-V def2-TZVPD def2/J DEFGRID3
* xyz 0 1
C 0.1657 -0.8332 1.3242
C -0.4623 0.2312 0.2344
Cl -1.7576 -0.7528 -0.5837
C 0.3150 0.6071 -0.8784
O 1.4602 0.2112 -0.9149
O -0.2123 1.3396 -1.8903
H -0.6802 -1.3281 1.9412
H 0.8462 -1.4952 0.8108
H 0.9071 -0.1783 1.8750
H -1.0414 0.9255 0.7757
H 0.4595 1.2731 -2.6941
*
```

2.
ORCA calculation (wB97M-V/def2-TZVPD) on 2 unconnected molecules or ions with the total composition C3H5ClO2.

As for the gap between HOMO and LUMO: 8.76 eV.

```
! RIJCOSX wB97M-V def2-TZVPD def2/J DEFGRID3
* xyz 0 1
C 2.4772 0.0996 -0.2932
C -0.6038 1.0856 -0.8518
C 0.6039 0.2255 0.9500
O 2.7414 0.2870 -1.4277
O -0.3677 0.0356 0.1015
Cl 3.6209 -0.3953 0.9934
H -1.6616 1.2466 -1.1423
H 0.0352 0.9007 -1.7083
H -0.3362 2.0127 -0.3711
H 0.7300 1.3297 1.3246
H 0.9154 -0.6106 1.6053
*
```

3.
ORCA calculation (wB97M-V/def2-TZVPD) on C3H5ClO2 in the gas phase.

As for the gap between HOMO and LUMO: 10.90 eV. Its SMILES is C[C@@](O)(Cl)C=O.

```
! RIJCOSX wB97M-V def2-TZVPD def2/J DEFGRID3
* xyz 0 1
C 1.2540 0.5966 -0.1125
C -0.1596 0.1254 0.2968
O -0.2118 -0.5279 1.5091
Cl -1.3354 1.5302 0.3742
C -0.9962 -0.6655 -0.8037
O -1.6630 -1.5992 -0.4681
H 1.5661 0.4445 -1.1777
H 1.9315 -0.0313 0.5842
H 1.4258 1.6433 0.1054
H -1.0398 -1.2308 1.4852
H -0.7717 -0.2854 -1.7928
*
```

Of them, the most stable is 1 and the least stable is 2.

1.
ORCA calculation (wB97M-V/def2-TZVPD) on 2 unconnected molecules or ions with the total composition C3H5ClO2.

As for the gap between HOMO and LUMO: 9.78 eV.

```
! RIJCOSX wB97M-V def2-TZVPD def2/J DEFGRID3
* xyz 0 1
C 0.0981 0.9682 0.0963
C -1.0868 0.2094 -0.0628
C 1.4079 0.1491 0.2165
O -0.6063 0.7072 -1.1522
O -0.6848 -1.8947 -0.0346
Cl -2.7648 0.2388 0.3465
H -0.0783 1.8995 0.5643
H 1.0129 -0.7381 -0.2419
H 1.5678 -0.1951 1.2782
H 2.1506 0.7263 -0.1684
H -1.0164 -2.0707 -0.8420
*
```

2.
ORCA calculation (wB97M-V/def2-TZVPD) on 2 unconnected molecules or ions with the total composition C3H5ClO2.

As for the gap between HOMO and LUMO (spin up / spin down): 9.73 / 6.27 eV.

```
! RIJCOSX wB97M-V def2-TZVPD def2/J DEFGRID3
* xyz 0 1
C -0.8828 0.0114 0.2927
C 0.6098 -0.2167 0.0763
C -3.2319 -1.4769 -1.0856
O -1.4159 1.0954 -0.2966
O -4.2174 -0.9762 -1.4541
Cl -2.9520 -3.1837 -0.7385
H -1.4094 0.0059 1.2132
H 0.6506 -1.2459 -0.0761
H 1.0099 0.0973 0.9728
H 1.1186 0.4188 -0.7036
H -1.0629 1.0479 -1.1948
*
```

Of them, the most stable is 2 and the least stable is 1.

1.
ORCA calculation (wB97M-V/def2-TZVPD) on a molecular structure, C3H3ClO2.

As for the gap between HOMO and LUMO: 11.45 eV.

```
! RIJCOSX wB97M-V def2-TZVPD def2/J DEFGRID3
* xyz 0 1
C -0.2261 0.2502 0.6488
C -0.3838 -0.8404 -0.4382
C 0.9828 0.6357 -0.1734
H -0.0048 -0.1401 1.6339
H -0.2994 -1.8679 -0.0576
H -1.2536 -0.7215 -1.0729
O 0.8240 -0.3631 -1.0739
O 1.7422 1.5353 -0.2119
Cl -1.3813 1.5119 0.7451
*
```

2.
ORCA calculation (wB97M-V/def2-TZVPD) on C3H3ClO2 in the gas phase.

As for the gap between HOMO and LUMO: 10.31 eV. Its SMILES is CC(=O)C(=O)Cl.

```
! RIJCOSX wB97M-V def2-TZVPD def2/J DEFGRID3
* xyz 0 1
C 0.5922 0.5313 -0.6868
C -0.6258 0.5232 0.2382
O -1.2697 1.5011 0.5544
C -0.6549 -1.1445 0.6670
O -1.1390 -1.9803 0.0295
Cl 0.4267 -1.3184 2.0312
H 0.5917 -0.3009 -1.3355
H 1.4833 0.8822 -0.1453
H 0.5955 1.3065 -1.3527
*
```

Of them, the most stable is 1 and the least stable is 2.

1.
ORCA calculation (wB97M-V/def2-TZVPD) on C3H2N2O in the gas phase.

As for the gap between HOMO and LUMO: 12.74 eV. Its SMILES is N#CC(O)C#N.

```
! RIJCOSX wB97M-V def2-TZVPD def2/J DEFGRID3
* xyz 0 1
N -0.3620 2.4372 -0.7483
C -0.2206 1.3110 -0.5315
C -0.2317 -0.1519 -0.2630
O -1.0950 -0.4690 0.7958
C 1.1000 -0.7449 -0.0145
N 2.0303 -1.3487 0.3085
H -0.6319 -0.6245 -1.1639
H -0.5892 -0.4093 1.6169
*
```

2.
ORCA calculation (wB97M-V/def2-TZVPD) on C3H2N2O in the gas phase.

As for the gap between HOMO and LUMO (spin up / spin down): 7.00 / 7.00 eV.

```
! RIJCOSX wB97M-V def2-TZVPD def2/J DEFGRID3
* xyz 0 1
C 1.4576 1.0745 -1.6479
C -0.4761 0.3592 0.0674
C 2.5920 1.4667 -2.6497
N 0.4976 0.7337 -0.8972
N 3.2513 1.8774 -3.4951
O -0.0858 -0.5903 0.9664
H -1.5091 0.5604 -0.0536
H 0.8653 -0.7466 0.8987
*
```

Of them, the most stable is 1 and the least stable is 2.

1.
ORCA calculation (wB97M-V/def2-TZVPD) on C3H2N2O in the gas phase.

As for the gap between HOMO and LUMO: 10.65 eV. Its SMILES is N#CC(O)C#N.

```
! RIJCOSX wB97M-V def2-TZVPD def2/J DEFGRID3
* xyz 0 1
N -0.7628 2.5633 -1.0168
C -0.4791 1.5024 -0.6436
C -0.1716 0.1109 -0.2178
O -0.6886 -0.1141 1.0114
C 1.3633 -0.7462 0.0398
N 1.3997 -1.7650 0.6154
H -0.3948 -0.5818 -1.0178
H -0.2661 -0.9696 1.2293
*
```

2.
ORCA calculation (wB97M-V/def2-TZVPD) on C3H2N2O in the gas phase.

As for the gap between HOMO and LUMO (spin up / spin down): 7.85 / 8.17 eV.

```
! RIJCOSX wB97M-V def2-TZVPD def2/J DEFGRID3
* xyz 0 1
O 1.4938 0.4560 0.3154
C 0.3121 -0.0976 -0.0983
C 0.1515 -0.4349 -1.4652
N 0.0284 -0.7071 -2.5870
C -0.8025 -0.0904 0.7388
N -1.7467 -0.0857 1.5001
H 1.7735 0.0113 1.1286
H -1.2102 0.9484 0.4675
*
```

Of them, the most stable is 1 and the least stable is 2.

1.
ORCA calculation (wB97M-V/def2-TZVPD) on C3H2N2O in the gas phase.

As for the gap between HOMO and LUMO (spin up / spin down): 8.18 / 7.64 eV.

```
! RIJCOSX wB97M-V def2-TZVPD def2/J DEFGRID3
* xyz 0 1
C -1.2258 -0.0773 0.5509
C -2.0417 -0.0938 -0.5742
C 2.1786 0.2415 -0.0623
N -0.0448 -0.3876 0.0358
N 1.0622 0.2145 0.3781
O 3.3154 0.1941 -0.2604
H -1.2485 0.6454 1.3545
H -1.9953 -0.7368 -1.4226
*
```

2.
ORCA calculation (wB97M-V/def2-TZVPD) on C3H2N2O in the gas phase.

As for the gap between HOMO and LUMO: 8.73 eV. Its SMILES is C=NC(=O)C#N.

```
! RIJCOSX wB97M-V def2-TZVPD def2/J DEFGRID3
* xyz 0 1
C -0.9623 1.0834 -0.0410
N -0.6970 -0.1874 0.1344
C 0.0310 -1.2048 0.1999
O -0.3014 -2.4853 -0.2450
C 1.6278 -0.4258 0.1257
N 2.5784 0.1067 0.0072
H -1.0867 1.4345 -1.0349
H -1.1899 1.6787 0.8539
*
```

Of them, the most stable is 2 and the least stable is 1.